No. 1
The following is a quantum chemistry calculation of a 4-piece molecular cluster, C2H14N2O3 overall, from the OMol25 dataset.

Geometry as XYZ:
```
21
Properties=species:S:1:pos:R:3
C -0.66 1.15 1.39
N -1.40 0.06 0.77
C -1.65 0.26 -0.68
N -1.45 -0.91 -1.51
H -0.61 1.04 2.47
H -1.14 2.12 1.21
H 0.39 1.13 1.07
H -2.29 -0.12 1.21
H -2.69 0.49 -0.79
H -1.03 1.05 -1.08
H -1.75 -1.77 -1.07
H -0.47 -1.07 -1.74
H 0.00 -1.21 0.63
H 0.85 -2.34 1.24
O 0.71 -1.87 0.41
H 2.17 0.84 -1.30
H 1.32 0.19 -2.40
O 1.45 1.02 -1.93
H 2.90 0.60 1.19
H 2.30 -0.64 0.43
O 3.05 -0.02 0.47
```

- largest force on an atom (Eh/bohr) = 0.0203
- LUMO (eV) = 0.63
- ΔE to the lowest compared entry with this formula, charge and spin (kcal per mole) = 13.31
- E_HOMO (eV) = -9.52
- structure (SMILES) = CNCN.O.O.O
- E_tot (Ha) = -419.8187
- gap between HOMO and LUMO (eV) = 10.15

In the natural (NBO) picture, each atom carries the following charge in e:
1. C -0.419
2. N -0.681
3. C -0.071
4. N -0.831
5. H 0.199
6. H 0.181
7. H 0.197
8. H 0.369
9. H 0.166
10. H 0.213
11. H 0.358
12. H 0.355
13. H 0.500
14. H 0.471
15. O -0.996
16. H 0.494
17. H 0.465
18. O -0.964
19. H 0.470
20. H 0.500
21. O -0.976

---

No. 2
The following is a quantum chemistry calculation of a 4-piece molecular cluster, C2H14N2O3 overall, from the OMol25 dataset.

Geometry as XYZ:
```
21
Properties=species:S:1:pos:R:3
C 0.40 -2.89 0.41
C 1.07 -1.90 -0.48
N 0.18 -0.96 -1.13
N -0.72 -2.27 1.18
H 1.14 -3.28 1.10
H -0.01 -3.72 -0.17
H 1.59 -2.48 -1.26
H 1.92 -1.30 -0.11
H -0.48 -0.58 -0.41
H 0.63 -0.16 -1.59
H -0.79 -2.72 2.09
H -1.57 -2.60 0.73
H -0.40 -0.35 1.37
H -1.45 0.47 0.68
O -0.52 0.49 0.90
H -0.07 4.66 -2.20
H -1.38 4.67 -1.29
O -0.66 5.21 -1.67
H 0.45 2.43 0.51
H 0.49 3.94 0.99
O 0.18 3.34 0.33
```

- multiplicity = 2
- largest force on an atom (Eh/bohr) = 0.0447
- total charge = +1
- LUMO (spin up / spin down) (eV) = -3.42 / -8.34
- ΔE to the lowest compared entry with this formula, charge and spin (kcal per mole) = 13.26
- E_HOMO (spin up / spin down) (eV) = -12.94 / -12.94
- E_tot (Ha) = -419.4755
- gap between HOMO and LUMO (spin up / spin down) (eV) = 9.52 / 4.60
- expectation value of S² = 0.754

In the natural (NBO) picture, each atom carries the following charge in e:
1. C -0.256
2. C -0.315
3. N -0.294
4. N -0.880
5. H 0.242
6. H 0.222
7. H 0.284
8. H 0.294
9. H 0.420
10. H 0.414
11. H 0.403
12. H 0.383
13. H 0.508
14. H 0.490
15. O -0.914
16. H 0.470
17. H 0.475
18. O -0.944
19. H 0.471
20. H 0.489
21. O -0.961

---

No. 3
The following is a quantum chemistry calculation of a 5-piece molecular cluster, C2H14N2O4 overall, from the OMol25 dataset.

Geometry as XYZ:
```
22
Properties=species:S:1:pos:R:3
C -2.72 0.01 1.12
N -1.67 0.02 0.10
C -1.29 1.14 -0.58
N -0.34 1.10 -1.42
H -2.74 1.01 1.56
H -3.73 -0.15 0.74
H -2.36 -0.62 1.92
H -1.14 -0.82 0.01
H -1.84 2.01 -0.19
H -0.09 1.99 -1.83
H 1.32 1.10 1.67
H 1.41 2.23 2.56
O 1.35 1.26 2.62
H 2.14 -1.98 -1.28
H 2.66 -0.71 -1.99
O 2.91 -1.40 -1.35
H -0.63 -3.51 -1.51
H -1.15 -2.13 -1.19
O -0.60 -2.83 -0.83
H 3.27 0.42 -0.58
H 2.28 0.71 0.48
O 2.96 1.15 -0.02
```

- largest force on an atom (Eh/bohr) = 0.0314
- LUMO (eV) = 0.52
- ΔE to the lowest compared entry with this formula, charge and spin (kcal per mole) = 30.52
- E_HOMO (eV) = -9.13
- structure (SMILES) = [H]/N=C/NC.O.O.O.O
- E_tot (Ha) = -495.0333
- gap between HOMO and LUMO (eV) = 9.65

In the natural (NBO) picture, each atom carries the following charge in e:
1. C -0.413
2. N -0.622
3. C 0.285
4. N -0.748
5. H 0.195
6. H 0.193
7. H 0.219
8. H 0.391
9. H 0.147
10. H 0.352
11. H 0.444
12. H 0.467
13. O -0.911
14. H 0.491
15. H 0.476
16. O -0.959
17. H 0.478
18. H 0.470
19. O -0.947
20. H 0.483
21. H 0.442
22. O -0.933